(1)
This record from the Open Molecules 2025 dataset describes a molecular structure, C34H48BF3N10O4PS2SbTi. The level of theory is ωB97M-V/def2-TZVPD.

```
105
Properties=species:S:1:pos:R:3:mulliken_charge:R:1
Ti 0.77 -1.18 0.07 -0.141
C 0.07 -5.05 0.94 -0.674
N 1.41 -4.93 0.43 0.243
C 2.52 -5.60 0.86 -0.375
C 3.57 -5.13 0.13 -0.816
N 3.12 -4.18 -0.74 0.396
B 4.14 -3.34 -1.57 0.290
N 3.52 -2.40 -2.64 0.160
C 3.66 -2.57 -3.98 -0.938
C 3.43 -1.38 -4.60 -0.517
N 3.16 -0.46 -3.63 0.392
C 3.07 0.96 -3.83 -0.729
C 3.20 -1.11 -2.45 -0.841
S 2.86 -0.36 -0.93 0.003
C 1.81 -4.07 -0.55 -0.041
S 0.69 -3.04 -1.37 -0.443
H 0.08 -5.74 1.78 0.358
H -0.61 -5.43 0.18 0.278
H -0.28 -4.06 1.28 0.062
H 2.49 -6.36 1.61 0.530
H 4.60 -5.40 0.16 0.593
H 4.86 -4.10 -2.12 -0.122
H 4.70 -2.64 -0.77 -0.124
H 3.91 -3.52 -4.41 0.618
H 3.46 -1.11 -5.64 0.606
H 2.36 1.19 -4.64 0.314
H 4.05 1.35 -4.12 0.410
H 2.74 1.45 -2.91 0.084
N -2.64 0.87 1.15 -0.325
C -2.86 -0.56 1.35 -0.110
C -4.01 -1.19 0.54 -0.791
C -5.07 -1.90 1.40 -1.461
C -6.15 -0.99 2.00 -0.832
N -7.22 -0.71 1.04 -0.083
C -8.35 -0.06 1.32 0.739
N -8.53 0.54 2.49 -0.322
N -9.30 0.04 0.39 -0.370
C -1.46 -1.03 0.96 0.756
O -0.58 -1.27 1.83 -0.445
O -1.09 -1.00 -0.25 -0.264
H -3.18 1.45 1.79 0.270
H -2.88 1.14 0.20 0.217
H -2.98 -0.76 2.42 0.679
H -3.59 -1.90 -0.18 0.551
H -4.50 -0.41 -0.05 0.427
H -4.57 -2.42 2.22 0.513
H -5.56 -2.67 0.80 0.451
H -5.71 -0.04 2.33 0.499
H -6.59 -1.50 2.87 0.523
H -7.18 -1.22 0.17 0.240
H -7.88 0.46 3.26 0.200
H -9.39 1.04 2.69 0.215
H -9.20 -0.38 -0.52 0.200
H -10.16 0.54 0.57 0.205
N 4.73 0.16 1.34 0.153
C 4.34 -0.94 2.24 -0.984
P 2.46 -1.08 2.26 1.292
O 1.86 0.26 2.03 -0.541
O 1.96 -2.11 1.26 0.211
C 1.94 -1.65 3.98 -1.153
N 0.66 -0.96 4.27 -0.069
H 4.54 -0.13 0.33 -0.107
H 5.72 0.42 1.46 0.510
H 4.14 1.00 1.49 -0.053
H 4.68 -0.72 3.25 0.592
H 4.79 -1.88 1.90 0.435
H 2.68 -1.41 4.74 0.559
H 1.78 -2.74 3.99 0.383
H 0.83 0.06 4.28 0.338
H 0.26 -1.25 5.17 0.477
H -0.02 -1.13 3.48 0.325
F 5.33 5.40 -0.23 -0.308
C 4.27 4.60 -0.30 -0.076
C 4.00 3.75 0.76 -0.647
C 2.91 2.90 0.68 -1.520
C 2.11 2.88 -0.46 1.007
C 2.39 3.75 -1.50 -0.315
C 3.46 4.63 -1.43 -0.633
Sb 0.34 1.61 -0.44 0.005
C -0.77 3.25 0.44 0.860
C -0.68 3.34 1.82 -0.571
C -1.17 4.45 2.49 -0.605
C -1.76 5.45 1.74 0.031
F -2.26 6.51 2.37 -0.302
C -1.86 5.38 0.36 -0.636
C -1.35 4.27 -0.30 -0.560
C -0.06 1.39 -2.56 1.108
C 0.01 0.07 -3.01 0.164
C -0.15 -0.24 -4.35 -0.494
C -0.37 0.80 -5.25 -0.016
F -0.49 0.51 -6.54 -0.320
C -0.45 2.12 -4.83 -1.103
C -0.29 2.41 -3.48 -0.342
H 4.63 3.79 1.64 0.588
H 2.63 2.30 1.53 1.352
H 1.75 3.78 -2.38 0.307
H 3.67 5.33 -2.21 0.563
H -0.21 2.53 2.38 0.412
H -1.10 4.55 3.56 0.508
H -2.30 6.19 -0.19 0.542
H -1.42 4.21 -1.37 0.331
H 0.19 -0.74 -2.30 -0.434
H -0.09 -1.25 -4.71 0.641
H -0.62 2.90 -5.55 0.534
H -0.35 3.44 -3.17 0.301
```

Relative energy (zero: lowest compared OMol25 entry of this formula, charge and spin) ... 73.1 kcal/mol
Net charge ... +4

=====

(2)
This record from the Open Molecules 2025 dataset describes a molecular structure, C41H37F6GeIrN2OS. The level of theory is ωB97M-V/def2-TZVPD.

```
90
Properties=species:S:1:pos:R:3:mulliken_charge:R:1
Ir -0.91 0.43 -0.05 0.266
N 1.04 0.28 -0.61 0.252
S 1.46 0.05 -2.13 -0.068
C 0.90 -1.54 -2.70 0.558
C 1.26 -1.89 -4.00 -0.510
C 0.87 -3.13 -4.50 -0.736
C 0.13 -4.00 -3.70 -0.583
C -0.21 -3.64 -2.40 -1.036
C 0.18 -2.40 -1.89 0.175
C 0.40 1.09 -3.13 0.739
C 0.93 2.33 -3.49 -0.643
C 0.12 3.23 -4.17 -0.653
C -1.19 2.89 -4.49 -0.555
C -1.69 1.65 -4.12 -0.614
C -0.90 0.74 -3.44 0.067
H 1.86 0.55 -0.08 -0.289
H 1.83 -1.21 -4.62 0.466
H 1.14 -3.41 -5.51 0.409
H -0.17 -4.96 -4.08 0.417
H -0.77 -4.32 -1.77 0.537
H -0.10 -2.10 -0.88 0.292
H 1.95 2.58 -3.22 0.437
H 0.52 4.20 -4.45 0.451
H -1.81 3.60 -5.01 0.429
H -2.72 1.39 -4.35 0.356
H -1.31 -0.21 -3.12 0.063
C -0.50 -0.62 1.38 -0.490
Ge 1.15 -1.28 2.19 3.527
C 1.79 -3.00 1.52 -0.070
C 1.55 -4.18 2.23 -0.584
C 1.95 -5.42 1.74 -0.741
C 2.61 -5.50 0.52 -0.649
C 2.85 -4.34 -0.21 -0.826
C 2.44 -3.11 0.29 -0.153
C 2.58 0.06 2.03 -0.679
C 2.28 1.36 2.47 -0.344
C 3.20 2.39 2.35 -0.759
C 4.45 2.14 1.78 -0.428
C 4.77 0.86 1.36 -0.872
C 3.84 -0.17 1.48 0.341
C 0.88 -1.45 4.12 -0.060
C -0.18 -0.82 4.78 -0.473
C -0.29 -0.89 6.17 -0.753
C 0.65 -1.58 6.91 -0.446
C 1.71 -2.21 6.27 -0.726
C 1.83 -2.14 4.89 -0.443
H -1.28 -0.67 2.14 0.710
H 1.03 -4.13 3.18 0.434
H 1.75 -6.32 2.30 0.424
H 2.92 -6.46 0.13 0.394
H 3.35 -4.39 -1.17 0.449
H 2.63 -2.21 -0.30 0.186
H 1.30 1.56 2.90 0.353
H 2.95 3.38 2.70 0.451
H 5.17 2.95 1.69 0.410
H 5.75 0.66 0.94 0.426
H 4.11 -1.17 1.16 0.424
H -0.92 -0.27 4.22 0.312
H -1.12 -0.40 6.66 0.405
H 0.56 -1.64 7.99 0.383
H 2.45 -2.75 6.85 0.384
H 2.67 -2.62 4.40 0.419
C -0.96 6.81 -1.26 -1.546
C -0.96 5.32 -1.08 1.238
C -2.07 4.54 -1.39 -1.231
C -2.03 3.17 -1.20 -0.478
N -0.96 2.53 -0.71 0.020
C 0.11 3.28 -0.41 -0.171
C 0.15 4.65 -0.58 -0.740
H -1.89 7.16 -1.70 0.362
H -0.13 7.12 -1.91 0.342
H -0.82 7.31 -0.30 0.349
H -2.97 5.00 -1.79 0.419
H -2.87 2.53 -1.43 0.475
H 0.96 2.74 -0.01 0.154
H 1.05 5.19 -0.31 0.481
C -4.36 -1.26 -1.44 -1.991
C -4.03 -0.19 -0.40 1.298
O -2.86 0.47 -0.69 -0.284
C -4.02 -0.88 0.99 0.147
F -5.26 -1.27 1.36 -0.297
F -3.25 -1.99 0.96 -0.238
F -3.56 -0.09 1.96 -0.237
C -5.16 0.87 -0.40 0.366
F -6.40 0.35 -0.39 -0.288
F -5.07 1.73 0.63 -0.258
F -5.09 1.60 -1.54 -0.252
H -3.49 -1.91 -1.53 0.381
H -4.53 -0.76 -2.40 0.437
H -5.24 -1.84 -1.17 0.380
```

Relative energy (zero: lowest compared OMol25 entry of this formula, charge and spin) ... 3.5 kcal/mol

=====

Number 1: strongest force on any atom 2.17 eV/Å, calculated total energy -4723.80043 Ha, frontier orbital gap 0.235 Ha. Number 2: strongest force on any atom 1.15 eV/Å, calculated total energy -4947.88566 Ha, frontier orbital gap 0.270 Ha.